Molecular formula: C29H29BF4FeN6PS
Method: DFT, ωB97M-V/def2-TZVPD

## Properties
E ... -3878.82977 a.u.
Kohn-Sham gap (spin up / spin down) ... 6.76 / 6.93 eV
Relative energy (zero: lowest compared OMol25 entry of this formula, charge and spin) ... 26.56 kcal per mole
HOMO (spin up / spin down) ... -6.27 / -7.59 eV
Multiplicity ... 6

```
72
C29H29BF4FeN6PS ωB97M-V/def2-TZVPD
P -0.5930 -0.3789 -1.9805
C 2.8466 0.7103 1.4339
Fe -0.6604 0.8473 0.3240
H 1.6443 -1.8481 -1.2343
C 0.7631 1.2147 -3.7807
C -2.2853 -0.1796 -2.6547
B 0.1691 3.2889 -0.7201
N -0.1660 2.1847 2.5893
H -2.0945 2.3066 -1.3789
H -3.7505 -5.5820 2.0663
N 0.3564 -1.8148 1.7735
C 1.5666 -0.8334 -5.4711
H 2.1174 -4.2204 -0.7394
H -0.6147 -3.7530 2.6354
C -0.9362 -2.0132 1.7086
H 2.5139 0.7026 -6.6305
C -3.1517 0.6857 -1.9782
S -2.1234 -0.9458 1.0285
H 4.6564 4.1757 1.4328
H -5.1820 1.3436 -1.7594
C 0.8624 -2.5937 -1.3373
C -4.5014 0.7069 -2.3130
C -0.4083 -2.1871 -1.7467
C 1.9183 0.4783 -5.7548
H -2.0960 -5.7518 2.6660
C 0.4096 -0.1030 -3.4887
C 4.8810 2.0186 1.1648
C 1.5117 1.5023 -4.9110
F 1.0361 4.2825 -0.3686
N 0.8637 -0.6200 1.4374
N 2.1860 1.9244 1.8166
C 0.9066 1.9872 2.1961
C 3.0227 -1.7943 1.4621
C 2.1792 -0.5449 1.4239
C 4.1659 3.2148 1.4644
H -2.4131 -2.8500 -2.1593
C -4.9716 -0.0645 -3.3618
C -2.7341 -5.1990 1.9730
C 0.1246 -4.8716 -1.2047
H -3.3022 -3.1573 1.5628
H 0.5572 -2.1533 -4.1198
C -1.4126 -3.1400 -1.8707
H -3.3336 1.9293 -0.3693
C 1.1290 -3.9248 -1.0687
H -6.0233 -0.0400 -3.6153
F -0.8471 3.0934 0.2817
F -0.4508 3.4651 -1.9459
N -2.6201 1.5367 -0.9700
H 3.4212 -2.0201 0.4693
H -4.4518 -1.4100 -4.9533
H 4.7388 -0.0775 0.8662
C -2.6991 -3.7082 2.2796
H 2.3981 -2.6223 1.7839
F 0.8075 1.9835 -0.6965
H 1.7872 2.5260 -5.1297
H -2.0722 -1.5214 -4.3128
H 3.8598 -1.6867 2.1513
C 2.8606 3.1526 1.7613
H 0.3270 -5.9132 -0.9888
C 4.2147 0.8249 1.1457
H 1.8791 -1.6320 -6.1320
H -2.3821 -5.3843 0.9581
H 2.2517 4.0197 1.9626
C -4.0932 -0.8409 -4.1054
C -1.1415 -4.4759 -1.6093
N -1.3422 -3.2056 2.2027
C -2.7565 -0.8994 -3.7486
H -1.9288 -5.2112 -1.7217
H 5.9335 2.0674 0.9262
H -3.1179 -3.5199 3.2741
H 0.4550 2.0150 -3.1169
C 0.8185 -1.1256 -4.3403
```

Atomic partial charges in e from the Mulliken method, atoms 1 to 5: number 1, P, carries 1.63; number 2, C, carries 0.74; number 3, Fe, carries 0.43; number 4, H, carries 0.61; number 5, C, carries -0.55

=====

Molecular formula: C16H36O7
Method: DFT, ωB97M-V/def2-TZVPD

## Properties
E ... -1157.77941 a.u.
Kohn-Sham gap ... 9.39 eV
HOMO ... -9.27 eV
SMILES ... O=CC[C@H](O)OC=O.CCOCC.CCOCC.CCOCC

```
59
C16H36O7 ωB97M-V/def2-TZVPD
C 4.4419 1.5385 1.6195
C -4.1698 1.5410 -1.1773
C -0.2053 -3.6657 3.5471
C -1.6977 1.0296 0.4157
O 3.0328 1.3250 1.3631
H -3.1631 -3.1730 0.9737
C 1.1283 -1.8042 -4.9481
C 5.6931 3.8036 1.5614
H -6.0554 1.7120 -0.1413
H 2.1562 -1.8048 -1.8208
H 1.6246 -2.2129 -5.8318
H 0.9586 -2.6468 -4.2701
O -2.9301 2.2101 -1.3583
H 6.5152 3.5595 2.3311
C -0.6219 -2.3421 2.9279
C -5.0925 2.2277 -0.1851
C 5.1470 2.6029 0.6461
C 2.3036 2.5399 1.3448
O -1.4380 -2.4859 1.7738
H -3.7725 -1.4273 2.6532
H 1.0351 -0.6057 -1.1389
H 4.6102 1.9107 2.7027
H -4.6710 2.2343 0.8223
C 1.6028 -0.2221 -3.1850
C -0.1868 -1.1743 -5.3754
C 1.2934 -1.1694 -2.0392
H 2.7719 3.5548 1.6339
H 2.4176 0.4409 -2.8836
H -5.2635 3.2679 -0.4750
H -2.5081 -4.1999 2.2323
H 6.0803 2.1374 0.1465
H -2.6088 2.9930 0.5351
H -0.0093 -0.3397 -6.0587
H -4.5656 -2.9829 2.9858
H 0.2960 -4.2954 2.8073
H 0.2756 -1.8078 2.6068
H -4.6559 1.5227 -2.1558
O 5.0511 0.2202 1.5860
H -0.8181 -1.9121 -5.8755
O 5.2716 4.9814 1.5382
C -2.6786 -3.1550 1.9529
H -2.5592 0.4695 0.7889
H -3.1827 -2.4611 3.9517
H 4.4904 2.9661 -0.2185
H -1.0194 1.1965 1.2541
H -1.0659 -4.2257 3.9215
H -3.9985 0.4960 -0.8980
C -2.1132 2.3530 -0.2023
H 0.4540 -1.8276 -2.2734
O 1.1188 2.4796 0.9380
H 0.4739 -3.4972 4.3857
H -0.7439 -0.7825 -4.5208
H -1.1963 0.4001 -0.3242
H 5.8978 0.2481 1.0960
H -1.1172 -1.7018 3.6650
H -1.2156 2.8872 -0.5221
H 0.7459 0.4226 -3.4055
C -3.6024 -2.4677 2.9436
O 2.0387 -0.8812 -4.3672
```

Atomic partial charges in e from the natural (NBO) method, atoms 1 to 5: number 1, C, carries 0.38; number 2, C, carries -0.06; number 3, C, carries -0.64; number 4, C, carries -0.64; number 5, O, carries -0.50

=====

Molecular formula: C32H58Br2ClINO10
Method: DFT, ωB97M-V/def2-TZVPD

## Properties
E ... -7966.79912 a.u.
Kohn-Sham gap ... 8.25 eV
HOMO ... -11.60 eV
Charge ... +1

```
105
C32H58Br2ClINO10 ωB97M-V/def2-TZVPD
H -6.7132 -7.8761 2.5587
H -4.5062 4.3322 -0.0316
H -2.4527 -3.5910 -3.8220
O -2.3284 -3.3356 -1.8299
H -5.1655 6.6095 -0.1330
C -3.8134 6.4731 -1.7997
H 5.7415 1.7208 2.2105
C -3.7453 2.3716 -2.3410
Br -1.2354 1.5493 -3.4723
H -3.9082 2.6578 -3.3816
O -5.1304 -6.5261 2.5109
C 5.8272 3.0574 -0.7459
H 0.9370 -8.1480 1.4363
H -3.4147 -2.7410 -0.2072
H -1.6553 -2.3792 1.2028
H -4.2646 3.1056 -1.7215
C -1.9406 1.6543 -0.7351
O -3.7919 -6.0405 0.8855
H 6.6979 0.5394 -3.7952
H -2.7823 6.1899 -2.0168
H 7.6156 2.2555 -1.6990
C -0.8227 -2.2447 -3.4142
H -0.5044 -1.5456 -2.6354
H 3.5241 1.8613 0.1130
H -2.3947 3.3449 1.5968
H -1.5844 0.0192 1.1574
H -6.3416 -6.9858 4.0572
H -1.8351 0.5905 -0.9515
O -2.4584 4.6671 0.0007
H 6.8292 3.3607 1.1014
H 3.8439 0.1870 2.6380
C 0.8386 1.8121 1.7412
C -1.3294 -2.3391 0.1556
C -3.5532 -5.8683 -0.5180
O 2.1025 -5.9537 0.4882
H -3.9103 5.1328 1.4185
H -0.2542 4.0883 -0.3600
H -2.7607 -1.4162 -1.1702
H -0.1145 -3.0777 -3.4159
I 1.0542 4.6624 2.9925
H 1.6641 0.5865 3.2603
C -4.0968 6.4278 -0.2983
H 2.8317 -0.3643 1.3294
C 2.0567 1.2760 2.5116
H 6.1154 2.1853 -3.4578
C 5.9694 1.1248 -3.2254
C -0.5441 -0.2502 0.9508
H -4.4947 5.8178 -2.3520
O -0.5102 -1.1932 -0.0854
H 1.3957 -3.4540 0.5569
H -2.9821 -1.9949 -3.2729
H -0.0851 -0.6569 1.8599
O 1.9639 -4.5336 2.2370
Br -0.6849 1.7127 3.1188
H 3.1485 -3.5387 0.8387
N -0.6288 2.0832 -0.1648
H -0.7785 -1.7485 -4.3860
C 1.7540 -8.0077 2.1408
H 4.4251 2.8531 2.3642
H 3.5498 4.3225 -1.0097
C -0.5102 3.4542 0.4914
C 5.0234 2.3053 1.6243
H 4.7208 0.6153 0.3169
C 6.7611 1.8859 -1.1161
H -4.1840 -5.0795 -0.9208
H 5.3843 4.3442 0.9307
C -5.0436 -6.3872 1.1891
C -6.4286 -6.9134 2.9777
O 6.1023 0.8632 -1.8414
H -2.5095 -5.5891 -0.6119
H 1.5991 -8.6202 3.0228
C 2.1737 -3.4647 1.3181
H -4.1646 1.3728 -2.2024
H 6.1745 3.9689 -1.2460
O -5.9395 -6.5434 0.4021
H -1.8867 3.4231 -2.0049
H -2.7372 1.7907 -0.0002
C 2.7932 4.0030 -0.3258
H 4.8392 2.8392 -1.1609
H 4.9651 0.8399 -3.5511
C -2.2613 2.4004 -2.0255
C -1.7657 4.0761 1.0762
H -0.0639 2.2354 -1.0102
C 3.2116 0.5405 1.8140
H 7.1707 1.4179 -0.2171
H -3.5632 7.2307 0.2169
C 0.8165 3.3103 1.3136
C 1.9437 3.6728 0.4427
C 0.2399 1.0177 0.5522
H -3.9696 7.4858 -2.1787
H 2.4676 2.1202 3.0750
C 4.1094 1.3399 0.8676
H 2.6983 -8.2633 1.6652
H -7.1709 -6.1647 2.7088
H -3.7388 -6.7969 -1.0545
Cl 1.4420 0.5815 -0.6887
C -2.2217 -2.7745 -3.1335
C -3.7879 5.0798 0.3296
C 1.9645 -5.7449 1.6647
C -2.5373 -2.4197 -0.7822
H -0.7211 -3.2327 -0.0110
C 5.7883 3.3418 0.7604
O 1.7811 -6.6532 2.6129
H -1.4638 4.8218 1.8168
H 2.1295 -2.5527 1.9092
```

Atomic partial charges in e from the Mulliken method, atoms 1 to 5: number 1, H, carries 0.30; number 2, H, carries 0.32; number 3, H, carries 0.34; number 4, O, carries -0.42; number 5, H, carries 0.37